A 10-piece molecular cluster, C47H90N3O15 overall, computed with ωB97M-V with the def2-TZVPD basis set.

Values from the calculation:
**E_tot**: -85370.9042 eV
**Total charge**: +1
**Maximum force**: 3.2 eV Å⁻¹

Last column: Mulliken charge in e.
Positions of all 155 atoms, in Å:
C  4.736  -2.770  6.133  -1.1308
C  4.052  -3.146  4.746  -0.1989
O  4.164  -2.071  3.783  -0.4122
C  3.254  -1.050  4.158  -1.1306
C  2.209  -0.703  3.063  0.6899
C  2.099  0.679  2.610  1.2745
O  2.894  1.670  3.070  -0.5806
C  4.234  1.611  2.516  -0.6861
C  4.352  2.140  1.054  0.4202
C  3.961  1.081  -0.045  -0.4788
O  5.742  2.468  0.846  -0.6300
C  1.067  0.893  1.635  0.8674
C  0.801  2.312  1.102  -1.3113
C  -0.422  2.887  1.945  -0.7779
C  -1.746  2.669  1.116  0.1696
C  -3.019  2.526  1.986  -1.3019
N  -2.894  1.543  3.100  0.0848
C  -4.170  1.648  3.902  -0.8909
C  -2.886  0.204  2.616  0.7326
C  -2.974  -0.917  3.690  -1.4075
O  -2.845  -0.102  1.449  -0.4656
C  0.239  -0.193  1.164  -1.3293
N  0.441  -1.421  1.603  -0.8237
N  1.370  -1.573  2.482  1.0882
O  1.522  -2.870  2.910  -0.4236
C  2.361  -3.617  1.989  -0.4721
C  1.608  -4.265  0.785  0.1790
C  0.107  -4.615  1.046  -1.2486
O  1.811  -3.380  -0.332  -0.3860
H  3.927  -2.546  6.863  0.2534
H  5.243  -1.791  5.944  0.3636
H  5.434  -3.550  6.481  0.2885
H  2.991  -3.390  4.980  0.1901
H  4.542  -4.073  4.369  0.4666
H  3.859  -0.132  4.343  0.6435
H  2.691  -1.238  5.098  0.4065
H  4.696  0.594  2.593  0.2703
H  4.870  2.278  3.145  0.3511
H  3.796  3.089  0.888  0.1116
H  4.725  0.956  -0.836  0.5373
H  3.703  0.088  0.400  0.0440
H  3.029  1.439  -0.537  -0.1712
H  6.264  1.648  0.877  0.4059
H  1.667  2.978  1.268  -0.0954
H  0.451  2.279  0.052  0.6705
H  -0.509  2.423  2.950  0.5975
H  -0.328  3.990  2.073  0.4390
H  -1.871  3.583  0.496  0.1117
H  -1.616  1.821  0.402  -0.1793
H  -3.278  3.513  2.438  0.7085
H  -3.917  2.235  1.384  0.2362
H  -4.934  1.035  3.364  0.3510
H  -4.525  2.693  3.980  0.3438
H  -4.069  1.218  4.919  0.3029
H  -4.026  -1.245  3.857  0.3396
H  -2.576  -0.547  4.661  0.3873
H  -2.391  -1.811  3.392  0.2580
H  -0.559  0.018  0.433  0.5961
H  2.864  -4.426  2.566  0.3757
H  3.122  -2.919  1.585  0.2439
H  2.133  -5.224  0.550  0.4628
H  -0.417  -3.921  1.728  0.1895
H  0.077  -5.671  1.403  0.3699
H  -0.408  -4.572  0.054  0.4180
H  1.066  -3.441  -0.949  0.1434
C  4.563  3.669  -2.525  -0.9083
C  3.299  3.159  -3.171  0.8942
O  2.895  2.030  -2.977  -0.5413
C  2.553  4.111  -4.070  -1.1482
H  4.998  2.887  -1.906  0.0936
H  5.285  3.950  -3.293  0.4247
H  4.337  4.530  -1.893  0.2784
H  3.190  4.410  -4.904  0.3603
H  2.240  4.990  -3.503  0.2537
H  1.667  3.615  -4.465  0.3093
C  -2.661  6.713  0.315  -0.3314
C  -1.287  6.469  -0.243  0.8490
O  -0.659  5.464  0.034  -0.4197
C  -0.721  7.519  -1.160  -1.2434
H  -2.945  5.879  0.959  -0.1066
H  -2.664  7.630  0.907  0.4006
H  -3.381  6.790  -0.499  0.0051
H  -0.640  8.470  -0.631  0.3370
H  -1.362  7.632  -2.035  0.2870
H  0.274  7.215  -1.488  0.2972
C  1.803  -2.750  -3.743  -1.0829
C  1.818  -4.157  -4.285  1.0026
O  0.827  -4.854  -4.248  -0.5738
C  3.112  -4.658  -4.873  -1.1271
H  0.810  -2.525  -3.353  0.1400
H  2.529  -2.657  -2.932  0.2307
H  2.035  -2.040  -4.538  0.4895
H  3.895  -4.647  -4.113  0.3025
H  3.403  -4.033  -5.719  0.3355
H  2.977  -5.681  -5.222  0.3099
C  -4.758  0.534  -1.327  -0.8218
C  -4.422  1.787  -2.095  0.8580
O  -4.259  2.848  -1.528  -0.5533
C  -4.297  1.667  -3.591  -1.0129
H  -4.815  0.768  -0.264  0.0086
H  -5.725  0.145  -1.652  0.4735
H  -3.980  -0.217  -1.478  0.2247
H  -5.242  1.327  -4.018  0.3284
H  -3.500  0.967  -3.844  0.2211
H  -4.053  2.642  -4.012  0.2667
C  -5.302  6.902  -3.534  -0.4442
C  -4.976  8.248  -2.939  0.7215
O  -4.160  8.362  -2.047  -0.5051
C  -5.705  9.443  -3.494  -1.2266
H  -4.705  6.134  -3.041  0.1972
H  -6.359  6.675  -3.385  0.3948
H  -5.063  6.902  -4.600  -0.1331
H  -6.780  9.327  -3.343  0.3494
H  -5.485  9.551  -4.558  0.3122
H  -5.373  10.342  -2.974  0.3129
C  1.994  -5.706  6.697  -1.0833
C  3.236  -6.021  7.496  0.8688
O  3.909  -5.140  7.986  -0.5552
C  3.602  -7.472  7.658  -0.9624
H  1.850  -4.626  6.662  0.1925
H  2.103  -6.080  5.677  0.2687
H  1.122  -6.160  7.171  0.4862
H  3.782  -7.922  6.681  0.1344
H  2.799  -8.002  8.175  0.3642
H  4.512  -7.550  8.251  0.3155
C  5.130  -11.519  5.824  -1.0975
C  5.410  -10.272  5.025  0.8604
O  5.583  -9.201  5.568  -0.5505
C  5.467  -10.411  3.525  -1.1176
H  5.119  -11.273  6.885  0.2885
H  4.157  -11.928  5.547  0.3181
H  5.912  -12.260  5.645  0.3510
H  4.508  -10.771  3.148  0.3255
H  6.263  -11.103  3.245  0.3405
H  5.676  -9.438  3.080  0.2877
C  -5.133  4.968  -7.227  -0.6249
C  -4.785  6.183  -8.049  0.8682
O  -4.601  7.262  -7.528  -0.5426
C  -4.677  6.002  -9.541  -1.1955
H  -5.177  5.245  -6.174  -0.0953
H  -6.108  4.580  -7.527  0.3449
H  -4.369  4.199  -7.354  0.3088
H  -5.631  5.660  -9.945  0.3187
H  -3.892  5.279  -9.772  0.3137
H  -4.422  6.955  -10.003  0.3243
C  -5.583  -2.803  -5.860  -1.1914
C  -4.370  -2.006  -5.453  0.9181
O  -4.240  -0.845  -5.777  -0.5462
C  -3.325  -2.712  -4.624  -1.0805
H  -6.248  -2.173  -6.450  0.3171
H  -5.279  -3.658  -6.468  0.3477
H  -6.118  -3.146  -4.973  0.3199
H  -2.923  -3.562  -5.177  0.4035
H  -3.763  -3.050  -3.683  0.3162
H  -2.512  -2.021  -4.404  0.1988